No. 1
Computed, not measured: a molecular structure, FHNO, with the ωB97M-V functional and the def2-TZVPD basis.

As for the frontier orbital gap: 7.874 eV. The energy above the lowest of the compared OMol25 structures with the same formula, charge and spin comes out at 18.6 kcal per mole. As for the electronic energy: -230.35165 hartree. The value obtained for the HOMO energy is -0.076 Eh. The value obtained for the molecular weight is 50.01 g/mol. As for the total charge: -1. The calculation puts the LUMO energy at 5.814 eV. The value obtained for the largest force on an atom is 3.06 eV/Å.

Structure (XYZ):
```
4
Properties=species:S:1:pos:R:3:forces:R:3:mulliken_charge:R:1
N 0.0554 -0.2666 -0.3859 -1.59 0.22 -0.65 -0.03
O 0.6788 0.6992 -0.8685 -1.54 -0.61 0.67 -0.50
F 0.4476 -0.3388 1.2121 0.42 -0.12 1.31 -0.52
H -1.1818 -0.0938 0.0423 2.72 0.50 -1.33 0.06
```
Forces are in eV/Å.


No. 2
Computed, not measured: 2 unconnected molecules or ions with the total composition C3H10NO2, with the ωB97M-V functional and the def2-TZVPD basis.

The spin multiplicity is 2. As for the frontier orbital gap (spin up / spin down): 3.602 / 7.906 eV. Its expectation value of S² is 0.7530. The energy above the lowest of the compared OMol25 structures with the same formula, charge and spin comes out at 33.5 kcal per mole. As for the electronic energy: -325.39189 hartree. The value obtained for the HOMO energy (spin up / spin down) is -0.121 / -0.287 Eh. The value obtained for the molecular weight is 92.12 g/mol. As for the total charge: 0. The calculation puts the LUMO energy (spin up / spin down) at 0.302 / 0.086 eV. The value obtained for the largest force on an atom is 3.13 eV/Å.

Structure (XYZ):
```
16
Properties=species:S:1:pos:R:3:forces:R:3:mulliken_charge:R:1
C -0.5816 0.9695 -0.7596 0.94 -1.99 -2.23 -0.84
C -1.6350 0.3323 0.1001 -1.17 -0.82 0.74 -0.56
C -1.7524 -1.1608 0.1718 -1.25 -0.05 -0.20 -0.43
O -0.7303 -1.8715 0.2396 1.72 -0.43 0.06 -0.56
N 0.7990 0.8296 -0.2096 0.88 0.72 -0.24 -0.53
H -0.3705 0.4878 -1.8135 -1.35 0.86 1.75 0.31
H -0.7615 2.0005 -0.8293 -0.28 1.48 -0.46 0.50
H -1.3957 0.6765 1.1375 0.08 0.28 0.07 0.19
H -2.6381 0.7213 -0.1169 0.36 0.28 -0.14 0.38
H -2.7473 -1.6505 0.4468 0.77 1.03 -0.33 0.27
H 1.4743 1.0082 -0.9993 -0.60 -0.45 0.98 0.44
H 1.0438 1.5186 0.5252 -0.47 -0.62 -0.15 0.53
H 0.9499 -0.1307 0.1469 -0.06 0.17 -0.01 0.36
H 3.4198 -0.9081 0.8002 0.38 0.98 -0.09 0.30
H 2.4114 -1.8845 0.6860 -1.11 0.19 -0.41 0.30
O 2.5141 -0.9380 0.4742 1.18 -1.63 0.66 -0.65
```
Forces are in eV/Å.


No. 3
Computed, not measured: a molecular structure, C19H53N2O21S4V, with the ωB97M-V functional and the def2-TZVPD basis.

As for the frontier orbital gap: 3.386 eV. As for the electronic energy: -4981.34382 hartree. The value obtained for the HOMO energy is -0.276 Eh. The value obtained for the molecular weight is 824.84 g/mol. As for the total charge: 0. The calculation puts the LUMO energy at -4.125 eV. The value obtained for the largest force on an atom is 4.36 eV/Å.

Structure (XYZ):
```
100
Properties=species:S:1:pos:R:3:forces:R:3:mulliken_charge:R:1
O -7.6721 12.5609 4.2822 -1.30 -3.59 1.43 -0.58
V -8.2881 11.1611 4.8660 -0.62 4.02 -1.06 1.58
O -9.8700 11.3293 4.7776 2.37 -0.54 0.26 -0.57
C -4.6815 8.5841 9.1586 -1.47 0.42 0.03 -1.20
C -5.0127 10.0891 9.3274 0.38 0.31 -1.41 0.52
C -3.7191 10.8904 9.1036 0.48 0.42 0.08 -1.15
O -6.1389 10.5656 8.6022 1.27 -0.85 0.82 -0.63
H -4.3632 8.4186 8.1293 -0.07 -0.26 0.00 0.30
H -5.6354 8.1094 9.3888 0.01 -0.56 -0.45 0.30
H -3.9617 8.1636 9.8607 0.22 0.44 -0.01 0.37
H -5.2058 10.2372 10.3899 -0.63 0.02 0.44 0.14
H -3.5726 11.2759 8.0946 -0.55 0.24 -0.05 0.31
H -2.8100 10.3076 9.2516 -0.10 -0.47 0.28 0.31
H -3.6502 11.6838 9.8478 -0.05 0.40 -0.35 0.30
C -10.0569 15.2631 8.3732 1.03 0.78 -0.65 -0.43
O -8.8191 15.0108 9.0291 0.06 0.06 0.45 -0.49
H -9.9877 16.2524 7.9208 0.01 0.30 0.04 0.22
H -10.1564 14.6186 7.4998 -0.70 -0.43 0.39 0.19
H -10.8748 15.3348 9.0901 -0.08 -0.71 -0.16 0.22
H -8.3464 14.2639 8.6544 -0.29 -0.01 -0.06 0.30
C -11.1444 8.6510 11.2931 -0.77 0.22 -0.92 -0.53
O -11.0206 9.7436 10.3434 0.24 -0.99 0.82 -0.48
H -12.2108 8.4298 11.3373 -0.05 0.35 0.42 0.22
H -10.7441 7.7083 10.9200 0.58 0.10 -0.13 0.25
H -10.7310 8.8834 12.2746 -0.08 0.08 -0.04 0.25
H -10.0751 9.8747 10.2408 0.12 0.25 -0.16 0.30
O -3.2354 19.5671 12.2288 3.63 -1.02 -2.19 -0.56
S -1.8724 19.2613 11.6853 0.36 0.92 2.04 1.06
O -1.4142 17.9260 11.2613 -1.38 2.42 0.25 -0.56
O -1.4971 20.4330 10.5443 -0.97 -1.24 0.81 -0.28
C -0.3751 20.1635 9.7017 0.68 -0.39 -1.90 -0.10
C -0.3716 21.0729 8.4414 -0.01 0.09 0.60 -1.23
C -0.6662 19.8480 13.0219 -1.59 -0.27 -0.69 -0.91
H -0.4100 19.1410 9.3256 -0.13 -0.15 0.40 0.32
H 0.5733 20.3006 10.2212 -0.10 0.00 0.35 0.24
H 0.2593 20.7478 7.6142 0.30 -0.74 0.40 0.38
H 0.0683 22.0354 8.7025 -0.70 0.33 -0.05 0.30
H -1.3579 21.1091 7.9786 -0.12 0.46 0.39 0.33
H -0.9057 19.2143 13.8759 0.27 -0.09 -0.09 0.36
H -0.9806 20.8640 13.2603 0.04 -0.05 -0.14 0.32
H 0.3832 19.8192 12.7284 -0.28 -0.28 -0.19 0.32
O -5.7575 5.1776 13.8094 1.40 -1.35 0.14 -0.59
S -5.1210 3.9177 14.1868 -1.29 0.77 -0.19 1.12
O -4.8953 3.6906 15.6027 0.24 -0.26 -2.12 -0.59
O -6.1233 2.7564 13.6570 0.65 0.50 2.02 -0.30
C -6.3997 2.7590 12.2835 -0.56 -0.66 -1.63 -0.20
C -7.8058 2.1849 12.0054 0.72 -0.22 0.03 -1.31
C -3.6137 3.6065 13.1035 -0.94 0.00 1.15 -0.87
H -5.6480 2.0877 11.8682 -0.04 0.03 -0.58 0.28
H -6.2799 3.7550 11.8572 -0.11 0.06 0.06 0.43
H -8.5784 2.7840 12.4873 0.03 -0.27 0.08 0.32
H -7.8137 1.1309 12.2831 -0.24 0.13 0.74 0.31
H -8.0357 2.0840 10.9448 0.28 0.68 -0.21 0.39
H -2.9256 4.3692 13.4682 0.15 -0.17 -0.36 0.34
H -3.8393 3.6567 12.0382 -0.29 0.65 0.25 0.32
H -3.2505 2.5894 13.2511 0.00 0.14 0.58 0.34
O -4.1021 12.6020 15.1667 2.77 0.02 1.32 -0.59
S -2.8370 12.6590 15.9308 -0.19 1.35 -0.04 1.15
O -2.4051 13.9444 16.5602 -1.12 -3.60 -1.45 -0.59
O -2.9111 11.5433 17.1075 0.60 1.22 -0.58 -0.27
C -3.1930 10.1839 16.8063 -0.96 -1.76 0.18 -0.20
C -4.3814 9.7732 17.6355 -0.42 -0.15 -0.07 -1.24
C -1.3749 11.9952 14.9456 -1.18 0.66 0.42 -0.93
H -2.4116 9.4977 17.1329 0.79 0.65 -0.14 0.29
H -3.4287 9.9140 15.7768 0.29 0.83 -0.35 0.35
H -4.1130 9.9424 18.6783 -0.59 0.25 0.05 0.30
H -4.6189 8.7150 17.5260 0.35 -0.16 -0.09 0.39
H -5.2739 10.2798 17.2680 0.01 0.37 0.56 0.31
H -1.0194 12.8851 14.4263 0.08 -0.20 -0.06 0.38
H -1.6927 11.2171 14.2516 -0.21 0.22 0.06 0.33
H -0.6200 11.5906 15.6198 -0.21 0.29 0.18 0.32
O 0.9811 14.4097 6.5248 1.17 -0.55 -0.80 -0.54
S 2.2201 13.7593 6.1420 1.02 -1.44 -0.44 1.05
O 2.8350 13.8764 4.7917 -1.10 0.55 3.67 -0.57
O 3.3123 14.1274 7.4158 -0.32 -0.25 -3.05 -0.33
C 2.8100 14.4524 8.7157 0.47 -1.32 0.66 -0.03
C 3.8631 13.9614 9.7137 0.58 -0.15 0.77 -1.21
C 2.0945 11.8877 6.4056 0.14 1.23 0.80 -0.86
H 1.9584 13.7873 8.8591 -0.53 0.74 0.28 0.28
H 2.6277 15.5209 8.8306 -0.38 -0.20 -0.20 0.23
H 3.5099 13.8672 10.7406 -0.77 0.18 -0.06 0.38
H 4.7494 14.5749 9.8755 0.00 0.31 -0.72 0.32
H 4.2198 12.9533 9.5027 -0.11 0.01 -0.46 0.31
H 1.7066 11.3173 5.5616 -0.14 0.65 -0.11 0.37
H 1.4621 11.7935 7.2883 -0.14 -0.13 -0.14 0.29
H 3.0767 11.4957 6.6696 0.10 0.37 -0.17 0.31
C -4.7654 17.3321 7.0018 0.78 -0.24 0.27 -0.68
N -5.4014 18.0198 5.8570 0.08 0.25 -0.88 0.87
O -6.5628 18.3491 5.9988 0.34 -0.02 -0.12 -0.51
O -4.7380 18.1834 4.8325 -0.59 -0.15 1.02 -0.53
H -4.9620 17.8820 7.9222 -0.27 -0.11 -0.22 0.27
H -3.6903 17.2761 6.8310 -0.20 0.07 -0.14 0.30
H -5.1672 16.3196 7.0397 -0.15 0.19 0.09 0.29
C 4.2512 7.6823 11.4789 -0.37 -0.28 -0.58 -0.65
N 2.8408 8.1149 11.0521 -1.41 0.42 1.28 0.72
O 1.9594 7.2206 11.1368 2.21 2.20 -0.62 -0.47
O 2.6248 9.3193 10.8268 0.47 -2.50 0.06 -0.45
H 5.0045 8.4695 11.5080 -0.69 0.37 -0.14 0.30
H 4.5598 6.9544 10.7285 -0.10 -0.15 0.24 0.28
H 4.1457 7.2254 12.4628 -0.11 -0.05 -0.26 0.28
```
Forces are in eV/Å.


No. 4
Computed, not measured: a single C7H8 molecule, with the ωB97M-V functional and the def2-TZVPD basis.

As for the frontier orbital gap: 10.898 eV. The energy above the lowest of the compared OMol25 structures with the same formula, charge and spin comes out at 90.9 kcal per mole. As for the electronic energy: -271.38651 hartree. As for the SMILES: C#CC[C@H](C)C#C. The value obtained for the HOMO energy is -0.363 Eh. The value obtained for the molecular weight is 92.14 g/mol. As for the total charge: 0. The calculation puts the LUMO energy at 1.022 eV. The value obtained for the largest force on an atom is 0.53 eV/Å.

Structure (XYZ):
```
15
Properties=species:S:1:pos:R:3:forces:R:3:mulliken_charge:R:1
C 2.8011 0.7812 0.0914 -0.41 0.13 -0.25 0.02
C 1.7208 0.9788 -0.4055 0.47 -0.11 0.22 -0.41
C 0.2879 0.9723 -0.7336 0.04 -0.02 0.05 -0.75
C -0.3125 -0.0867 0.2378 -0.04 -0.08 0.10 0.62
C -0.1466 -1.5007 -0.3376 -0.02 -0.09 -0.01 -1.34
C -1.6748 0.1961 0.7051 -0.43 0.14 0.21 -0.97
C -2.7321 0.4269 1.2353 0.38 -0.13 -0.20 0.01
H 3.7315 0.5786 0.5739 -0.05 0.15 -0.21 0.38
H 0.1233 0.6755 -1.7787 -0.01 0.10 0.24 0.31
H -0.1660 1.9606 -0.5882 0.17 -0.23 0.03 0.38
H 0.3077 -0.0198 1.1381 -0.12 -0.06 -0.07 0.23
H -0.9228 -1.7332 -1.0728 0.07 0.12 0.08 0.36
H 0.8288 -1.5857 -0.8296 -0.13 0.01 0.15 0.35
H -0.1958 -2.2502 0.4564 -0.05 0.08 -0.11 0.36
H -3.6503 0.6133 1.7486 0.13 -0.01 -0.21 0.44
```
Forces are in eV/Å.